Molecular formula: C35H81N5O5
Method: DFT, ωB97M-V/def2-TZVPD

Geometry as XYZ:
```
126
Properties=species:S:1:pos:R:3:forces:R:3:lowdin_charge:R:1
C -6.242876 3.226002 4.735677 0.320 -0.193 -0.015 -0.128
C -6.491522 2.409351 3.458268 -0.204 0.063 -0.029 -0.264
C -6.012447 3.073520 2.161895 0.088 -0.165 -0.110 -0.219
C -4.504210 2.999079 1.849249 -0.022 0.140 0.094 -0.205
C -3.553882 3.042922 3.046589 -0.052 -0.069 -0.015 -0.225
C -2.093584 2.863335 2.627818 0.157 0.004 0.115 -0.218
C -1.698649 1.398126 2.420780 -0.219 0.107 -0.019 -0.228
C -0.414896 1.226509 1.618903 0.113 -0.108 0.197 -0.213
C 0.084128 -0.229665 1.541699 -0.135 0.086 -0.053 -0.212
C 0.401396 -0.699915 0.119367 0.133 0.001 0.009 -0.219
C 1.319431 -1.931698 0.080602 -0.121 0.012 0.008 -0.223
C 1.005228 -2.921854 -1.044499 0.006 -0.005 0.109 -0.212
C 1.644064 -4.313173 -0.838296 -0.012 0.160 -0.008 -0.195
C 2.412887 -4.877056 -2.050049 -0.008 -0.130 -0.069 -0.177
C 1.748899 -6.085001 -2.742806 0.123 -0.195 0.138 -0.150
C 1.284768 -5.869922 -4.170570 -0.385 -0.107 -0.209 -0.243
C 0.080943 -6.690937 -4.635708 0.282 -0.217 -0.038 -0.133
C 0.148202 -6.549038 -6.156513 -0.087 -0.023 -0.163 -0.179
N 1.597544 -6.620075 -6.386634 -0.525 0.324 0.114 0.069
C 2.284593 -6.290014 -5.227049 0.071 0.119 -0.175 -0.478
O 3.479811 -6.369978 -5.110020 0.531 0.195 0.081 0.087
H -7.058241 3.113880 5.452325 -0.012 0.061 -0.056 0.065
H -6.105844 4.287419 4.512719 -0.181 -0.041 0.041 0.061
H -5.329733 2.914592 5.244699 -0.062 0.083 0.006 0.050
H -7.568893 2.243381 3.353099 0.070 0.010 0.001 0.096
H -6.049301 1.410582 3.549490 -0.009 0.059 0.004 0.106
H -6.337786 4.118899 2.159604 0.010 -0.024 0.098 0.104
H -6.539579 2.592434 1.330566 0.017 0.133 0.005 0.101
H -4.301734 2.099050 1.259465 0.005 -0.023 0.091 0.103
H -4.245947 3.847639 1.204448 -0.026 -0.132 -0.075 0.109
H -3.689668 3.987551 3.583951 0.037 -0.045 -0.037 0.104
H -3.805707 2.248813 3.759016 -0.006 0.068 -0.036 0.103
H -1.892469 3.426426 1.708304 -0.051 0.021 0.042 0.111
H -1.440603 3.285151 3.401395 0.005 0.022 -0.121 0.109
H -1.585518 0.932679 3.406429 -0.027 -0.071 -0.058 0.118
H -2.520512 0.873083 1.916578 0.101 -0.049 0.032 0.110
H -0.575635 1.611139 0.605866 0.031 0.067 0.068 0.110
H 0.363539 1.841239 2.084821 -0.027 0.089 -0.228 0.104
H 0.978878 -0.347971 2.159773 -0.046 -0.002 0.019 0.109
H -0.683916 -0.886831 1.966156 0.134 -0.066 0.014 0.110
H 0.873050 0.128821 -0.420528 -0.067 -0.085 -0.068 0.106
H -0.536881 -0.930428 -0.398119 0.037 0.114 -0.010 0.110
H 1.246806 -2.458881 1.039286 -0.014 0.010 -0.051 0.108
H 2.355297 -1.591930 -0.020680 0.024 -0.135 0.158 0.116
H 1.350278 -2.504281 -1.995530 -0.156 0.029 0.003 0.106
H -0.084187 -3.019610 -1.097863 0.060 -0.004 -0.164 0.105
H 2.317487 -4.258176 0.023050 -0.014 0.009 -0.081 0.102
H 0.855415 -5.016919 -0.554606 0.112 0.001 0.052 0.102
H 3.412663 -5.173396 -1.727990 -0.023 0.032 -0.050 0.107
H 2.561023 -4.087493 -2.792507 0.064 0.012 0.066 0.102
H 0.901393 -6.440003 -2.148192 0.051 0.053 -0.018 0.113
H 2.461522 -6.912543 -2.781061 -0.077 0.004 0.120 0.098
H 1.067944 -4.813523 -4.391770 0.064 0.020 0.176 0.160
H 0.323515 -7.738902 -4.415539 -0.325 0.073 0.236 0.095
H -0.864594 -6.418529 -4.169751 0.007 0.033 -0.138 0.123
H -0.281436 -5.612132 -6.533019 0.033 0.009 0.189 0.115
H -0.368386 -7.372319 -6.653653 0.080 0.034 -0.069 0.107
H 1.973212 -6.225767 -7.236176 0.131 -0.378 -0.075 0.139
C 3.588444 3.569742 0.435814 -0.095 -0.050 -0.042 -0.101
O 2.734088 3.589668 1.562007 -0.024 -0.012 -0.038 -0.196
C 3.347286 3.892039 2.798347 -0.009 -0.020 0.069 -0.210
C 3.489124 5.391232 3.088354 -0.003 0.062 -0.040 -0.437
C 4.609761 6.067470 2.306944 0.031 0.010 0.012 -0.070
N 2.243703 6.130414 2.874970 -0.026 -0.109 0.002 0.040
H 4.579823 3.184082 0.693081 0.020 0.021 0.009 0.094
H 3.694211 4.560572 -0.014685 0.072 -0.005 0.011 0.075
H 3.139128 2.907537 -0.303404 0.021 -0.018 0.000 0.078
H 2.695696 3.456552 3.560864 -0.026 -0.006 -0.028 0.120
H 4.320820 3.388108 2.868066 0.020 0.039 0.006 0.120
H 3.732726 5.471515 4.152753 0.018 -0.034 0.014 0.134
H 4.336070 6.209645 1.261034 -0.013 -0.020 -0.007 0.064
H 4.813717 7.051995 2.725914 -0.028 0.012 -0.008 0.075
H 5.529424 5.480551 2.343270 -0.004 -0.006 -0.007 0.078
H 1.517796 5.765937 3.483913 0.018 0.045 0.037 0.069
H 1.918008 5.935770 1.932343 0.011 0.038 -0.011 0.069
C 4.700542 3.333223 -4.033007 0.007 -0.030 0.043 -0.103
O 3.559173 3.056413 -3.246066 0.032 -0.021 -0.032 -0.194
C 2.624820 4.110566 -3.129694 -0.082 0.058 0.116 -0.219
C 1.605675 4.202330 -4.271342 0.026 -0.060 -0.103 -0.435
C 2.171423 4.793533 -5.557492 -0.008 0.031 -0.014 -0.069
N 0.974192 2.916683 -4.573071 0.044 -0.010 0.109 0.040
H 5.022438 4.372194 -3.908780 0.008 0.011 -0.012 0.091
H 4.526908 3.141769 -5.094777 -0.003 0.037 -0.004 0.075
H 5.498036 2.675235 -3.690348 -0.003 -0.005 0.000 0.087
H 2.080056 3.911975 -2.202935 -0.002 -0.023 -0.010 0.110
H 3.151155 5.066775 -3.002737 -0.013 0.014 -0.037 0.121
H 0.816747 4.873353 -3.916847 0.018 0.026 0.033 0.136
H 2.812621 4.079697 -6.075597 0.012 -0.012 0.017 0.065
H 1.359874 5.052395 -6.236172 -0.009 -0.029 -0.006 0.076
H 2.753651 5.695078 -5.357905 0.006 -0.006 0.003 0.078
H 0.487812 2.570421 -3.751976 -0.047 0.027 -0.024 0.070
H 1.707404 2.236495 -4.752091 -0.011 0.001 -0.044 0.070
C 2.345072 -13.373396 -4.265816 0.052 -0.002 0.024 -0.110
O 3.135023 -12.249732 -3.936053 -0.047 -0.041 0.024 -0.187
C 3.109975 -11.187522 -4.870047 0.046 0.051 -0.031 -0.202
C 1.948984 -10.204740 -4.685588 -0.074 0.019 0.008 -0.431
C 0.603694 -10.734551 -5.169761 0.000 0.005 -0.022 -0.060
N 1.811422 -9.743551 -3.301471 0.136 0.010 -0.026 0.052
H 2.354069 -13.559475 -5.344691 -0.014 -0.009 -0.010 0.089
H 1.308803 -13.263689 -3.935490 -0.009 0.006 -0.036 0.074
H 2.778194 -14.234578 -3.758520 0.000 0.001 0.004 0.087
H 4.045287 -10.643361 -4.720396 0.001 -0.014 0.033 0.125
H 3.118803 -11.587514 -5.892799 -0.029 0.023 -0.010 0.120
H 2.197990 -9.327275 -5.292956 0.033 -0.020 -0.027 0.125
H 0.193329 -11.473856 -4.481116 0.011 -0.009 0.008 0.067
H -0.116815 -9.918757 -5.235645 -0.009 -0.004 0.023 0.062
H 0.690142 -11.194715 -6.155739 0.002 -0.004 0.002 0.081
H 2.670490 -9.280162 -3.019508 -0.039 0.059 -0.005 0.072
H 1.743404 -10.556581 -2.695547 -0.057 -0.012 -0.023 0.074
C -4.202120 9.008181 6.449552 0.052 0.012 0.002 -0.107
O -3.328319 8.030852 6.977370 -0.024 0.015 -0.056 -0.188
C -3.826580 7.289088 8.072417 0.026 -0.027 0.066 -0.210
C -4.671722 6.069916 7.684727 -0.067 -0.021 -0.073 -0.432
C -6.079058 6.417292 7.212270 -0.031 -0.005 0.024 -0.066
N -4.027472 5.229877 6.673784 0.158 0.077 0.038 0.048
H -4.788037 9.483468 7.242821 -0.017 0.007 -0.002 0.089
H -4.886757 8.593496 5.705282 -0.026 0.001 0.027 0.074
H -3.586542 9.765834 5.966569 0.004 -0.003 -0.002 0.087
H -2.943080 6.937058 8.611084 0.018 0.008 -0.029 0.121
H -4.386559 7.948607 8.749147 -0.029 -0.025 -0.001 0.119
H -4.767277 5.466140 8.593076 0.009 0.023 0.034 0.135
H -6.069125 6.835997 6.205266 0.020 0.012 -0.002 0.064
H -6.693963 5.518505 7.182512 0.017 -0.014 -0.025 0.071
H -6.555446 7.139083 7.878398 0.005 0.007 -0.005 0.078
H -3.135002 4.894425 7.023510 -0.037 -0.049 0.029 0.076
H -3.788437 5.821014 5.881850 -0.044 -0.024 -0.030 0.072
```
Forces are in eV/Å.

Properties
Molar mass ... 652.06 u
Highest occupied orbital energy ... -9.2 eV
SMILES string ... CCCCCCCCCCCCCCC[C@@H]1CCNC1=O.COC[C@@H](C)N.COC[C@@H](C)N.COC[C@@H](C)N.COC[C@@H](C)N
Multiplicity ... 1
Net charge ... 0
Orbital gap ... 9.8 eV